Molecular formula: C62H162N10O21
Method: DFT, ωB97M-V/def2-TZVPD

The geometry in XYZ format:
```
255
Properties=species:S:1:pos:R:3:forces:R:3:mulliken_charge:R:1
C -0.823 -7.716 -2.730 0.865 0.722 -1.296 -1.35
C -2.085 -7.075 -2.210 0.806 -1.154 -1.173 1.84
C -3.181 -6.920 -3.301 0.194 0.179 1.915 -0.74
O -4.073 -5.979 -2.704 0.584 -0.469 -0.629 0.05
C -5.207 -5.774 -3.494 -0.111 1.147 0.614 -0.79
N -2.479 -8.084 -1.206 -0.538 1.422 0.540 -0.72
H -1.129 -8.625 -3.247 0.543 -0.504 0.358 0.41
H -0.061 -7.800 -1.955 -0.461 -0.759 0.254 0.35
H -0.261 -7.148 -3.472 -0.405 0.443 -0.434 0.11
H -1.812 -6.087 -1.841 -0.563 -0.203 0.566 -1.01
H -3.694 -7.880 -3.362 -0.117 -0.289 -0.286 0.26
H -2.857 -6.655 -4.307 0.209 0.487 -0.018 0.42
H -4.921 -5.373 -4.466 -0.120 -0.383 -0.428 0.26
H -5.710 -4.949 -2.989 -0.501 -0.132 -0.072 0.15
H -5.847 -6.655 -3.528 -0.060 -0.072 -0.306 0.32
H -3.312 -7.740 -0.751 -0.301 -0.126 0.306 0.27
H -2.758 -8.901 -1.731 -0.009 -0.279 0.049 0.32
C 3.564 4.054 -5.749 -0.867 1.302 0.386 -1.79
C 3.374 3.588 -4.315 0.554 -1.078 -1.360 1.01
C 2.560 4.453 -3.381 1.960 0.369 -1.383 -0.89
O 2.579 3.850 -2.112 -1.456 1.863 0.674 -0.48
C 1.579 4.464 -1.223 0.405 -1.400 -0.465 -0.09
N 2.752 2.271 -4.417 -0.100 0.035 0.505 -0.49
H 2.583 4.138 -6.217 0.038 -0.165 -0.337 0.37
H 4.212 3.375 -6.305 -0.120 0.013 0.070 0.37
H 3.995 5.055 -5.739 0.249 0.054 -0.241 0.45
H 4.418 3.505 -4.015 0.153 0.022 1.095 0.06
H 1.615 4.649 -3.886 -0.636 -0.252 0.675 0.36
H 3.131 5.381 -3.360 -0.289 0.550 0.332 0.39
H 1.694 5.545 -1.154 -0.076 -0.075 -0.251 0.33
H 1.659 4.023 -0.230 0.434 0.072 -0.044 -0.10
H 0.635 4.101 -1.631 -0.373 0.691 0.068 -0.11
H 3.448 1.668 -4.831 -0.135 -0.340 -0.358 0.16
H 2.700 1.945 -3.463 -0.300 -0.672 0.069 0.00
C -2.402 -2.108 2.983 -1.554 -0.206 0.393 -1.63
C -3.181 -1.897 1.694 1.916 0.023 -0.532 2.41
C -4.351 -2.774 1.453 -1.309 -1.571 0.143 -1.19
O -4.064 -4.203 1.256 0.905 0.691 -0.679 -0.11
C -5.055 -4.924 0.516 -0.729 0.976 0.923 -0.61
N -3.557 -0.449 1.499 0.893 -1.047 0.318 -0.75
H -1.364 -1.779 2.935 -0.249 0.342 0.068 0.22
H -2.418 -3.166 3.245 0.167 -0.142 -0.105 0.23
H -3.039 -1.611 3.715 0.640 0.272 0.645 0.33
H -2.412 -2.168 0.971 -0.295 -0.033 -0.750 -0.82
H -4.832 -2.290 0.603 -0.403 -0.675 -0.475 0.41
H -5.056 -2.763 2.284 -0.204 0.376 0.209 0.42
H -5.297 -4.418 -0.418 0.002 -0.017 -0.118 0.12
H -5.935 -4.968 1.157 -0.555 0.195 -0.149 0.39
H -4.867 -5.979 0.316 1.070 0.238 0.091 0.13
H -2.716 -0.145 1.029 0.192 0.890 0.068 0.18
H -4.260 -0.338 0.782 -0.347 -0.248 -0.125 0.34
C -2.499 1.492 -3.146 0.549 1.672 -0.281 -0.65
C -1.319 2.340 -3.673 -0.402 -1.378 -0.828 -0.05
O -0.407 1.345 -4.136 0.395 0.306 0.359 -0.36
H -3.349 2.173 -3.127 -0.399 -0.347 0.300 0.64
H -2.302 1.063 -2.163 -0.038 -0.054 -0.104 0.04
H -2.648 0.733 -3.914 -0.061 -0.108 0.194 -0.05
H -0.864 3.080 -3.015 0.024 -0.263 0.613 -0.21
H -1.643 2.910 -4.543 -0.349 0.154 -0.111 0.55
H 0.352 1.784 -4.528 0.543 -0.011 -0.117 0.07
C 1.239 6.132 2.454 -0.043 0.560 2.363 -0.58
C 2.525 5.538 3.161 -0.839 2.189 -2.011 -0.53
O 2.958 4.497 2.366 1.014 -1.611 -0.462 -0.52
H 1.395 6.651 1.509 0.460 -1.032 -0.451 0.41
H 0.883 6.993 3.019 -0.116 -0.001 0.630 0.38
H 0.408 5.427 2.503 0.059 -0.089 -0.605 -0.06
H 2.527 5.290 4.223 -0.703 0.093 0.011 0.22
H 3.257 6.329 3.002 0.326 0.085 0.468 0.36
H 2.603 3.671 2.702 -0.253 -0.265 -0.155 0.34
C 5.203 0.361 -0.634 0.737 0.676 0.056 -1.06
C 4.624 1.712 -1.078 -0.292 -1.063 -0.804 -0.34
O 3.311 1.532 -1.610 0.388 -1.216 0.606 0.38
H 5.361 -0.328 -1.464 -0.929 -0.073 -0.218 -0.06
H 4.665 -0.104 0.192 -0.132 -0.004 -0.189 0.34
H 6.251 0.450 -0.345 0.053 0.496 0.568 0.45
H 5.167 2.094 -1.942 0.910 0.179 0.252 0.30
H 4.505 2.516 -0.351 0.773 -0.291 0.605 0.40
H 3.140 2.459 -1.791 -1.122 0.311 -0.204 0.33
C -2.287 6.488 4.807 0.653 -0.384 -0.092 -0.27
C -1.331 6.348 5.925 0.561 0.352 1.918 -0.56
O 0.021 6.236 5.533 0.255 -0.351 -0.858 -0.40
H -2.209 5.581 4.206 -0.329 0.201 -0.391 -0.06
H -1.985 7.377 4.253 -0.576 -0.079 -0.294 -0.09
H -3.251 6.544 5.313 -0.259 0.261 -0.614 0.43
H -1.626 5.514 6.562 0.048 -0.348 0.044 0.35
H -1.399 7.232 6.559 -0.219 0.238 0.210 0.36
H 0.582 6.137 6.306 -0.090 0.014 0.135 0.24
C 5.900 0.175 -4.184 1.388 -0.034 -0.538 0.13
O 5.852 -1.093 -4.775 -1.223 -2.318 0.306 -0.26
C 7.025 -1.948 -4.758 0.695 1.600 0.102 -0.60
C 7.524 -2.412 -3.352 -2.157 -0.466 -0.074 -0.83
N 6.392 -3.144 -2.704 1.543 0.332 0.506 -0.17
C 5.986 -4.366 -3.393 -0.423 1.561 1.192 -0.30
C 4.907 -5.059 -2.556 0.191 0.144 -1.391 -1.07
O 3.882 -4.072 -2.292 1.236 -1.298 -0.643 0.15
C 3.385 -4.165 -0.982 0.504 0.319 -0.203 -0.48
H 6.166 0.824 -5.018 0.504 0.743 0.348 0.33
H 6.646 0.129 -3.390 0.131 0.723 0.053 0.40
H 4.975 0.580 -3.772 -0.376 -0.830 0.054 -0.65
H 7.750 -1.381 -5.342 0.719 -0.028 0.230 0.46
H 6.827 -2.822 -5.378 -0.494 0.112 0.192 0.34
H 7.799 -1.631 -2.643 0.030 0.353 -0.377 0.34
H 8.383 -3.081 -3.404 0.012 -0.007 -0.377 0.41
H 5.615 -2.502 -2.635 -0.226 -0.132 -0.035 0.03
H 6.899 -4.945 -3.532 -0.313 -0.379 -0.287 0.42
H 5.501 -4.037 -4.312 0.064 -0.746 -0.578 0.07
H 5.274 -5.618 -1.695 0.090 0.726 0.525 0.56
H 4.589 -5.858 -3.226 -0.931 -0.122 -0.042 0.37
H 2.884 -3.209 -0.831 -0.557 -0.411 0.340 -0.34
H 4.231 -4.225 -0.297 -0.023 -0.022 0.332 0.60
H 2.783 -5.069 -0.894 -0.468 0.227 0.359 0.24
C 2.756 -1.837 -4.528 -0.963 -1.255 -0.714 -0.07
O 1.433 -2.299 -4.922 -0.672 0.156 0.156 -0.40
C 1.021 -3.566 -4.396 1.053 -1.045 0.520 0.58
C 1.596 -4.740 -5.252 1.625 2.906 -0.804 -0.84
N 1.239 -4.615 -6.687 -0.383 -1.603 1.289 -0.45
C -0.017 -5.317 -6.885 0.266 1.632 -1.272 0.58
C -0.280 -5.167 -8.377 -1.933 -2.437 0.498 -1.02
O -0.506 -3.861 -8.802 0.060 1.009 0.109 -0.26
C 0.300 -3.354 -9.842 0.558 -0.731 -0.016 -0.79
H 2.927 -0.849 -4.955 -0.340 -0.047 0.125 0.02
H 3.443 -2.530 -5.014 0.537 0.174 0.421 0.37
H 2.845 -1.849 -3.441 0.177 0.054 -0.012 -0.11
H -0.056 -3.655 -4.250 -0.234 0.577 -0.596 -0.02
H 1.399 -3.685 -3.381 0.264 0.047 0.213 -0.23
H 1.608 -5.745 -4.830 -0.713 0.032 -0.182 0.47
H 2.647 -4.458 -5.311 0.440 -0.307 0.580 0.06
H 0.990 -3.657 -6.890 0.511 0.494 0.217 0.34
H -0.779 -4.748 -6.352 -0.610 -0.621 0.357 -0.47
H 0.074 -6.360 -6.582 -0.244 0.031 -0.086 0.42
H -1.224 -5.675 -8.579 -0.394 -0.288 -0.022 0.46
H 0.425 -5.863 -8.831 0.765 1.006 -0.865 0.40
H 1.326 -3.516 -9.511 0.346 0.427 -0.479 0.36
H 0.086 -2.314 -10.089 -0.090 0.052 0.722 0.23
H 0.132 -3.878 -10.783 0.010 -0.411 -0.087 0.29
C -1.354 -3.453 -1.300 1.694 0.520 -0.782 -0.46
O -0.106 -2.692 -1.232 -1.235 -1.055 1.687 -0.40
C -0.199 -1.427 -1.840 1.156 -0.178 0.856 0.87
C 0.911 -0.509 -1.223 -0.635 -0.070 -0.258 -0.89
N 0.794 -0.319 0.239 -0.637 1.084 -0.342 0.44
C 1.141 1.036 0.786 -0.420 -1.474 1.557 0.19
C 0.492 1.141 2.246 0.698 -1.323 -1.946 -0.64
O 0.898 2.310 2.816 0.327 2.885 1.787 -0.09
C 0.323 2.631 4.104 -0.856 -0.686 -0.373 -0.36
H -1.458 -3.550 -2.381 -0.569 -0.980 -0.064 0.20
H -2.286 -3.026 -0.932 0.284 0.799 0.292 -0.19
H -1.197 -4.362 -0.720 0.099 -0.096 -0.452 0.16
H -1.205 -1.057 -1.642 0.001 0.625 -0.089 0.37
H -0.050 -1.611 -2.904 0.009 0.726 -0.323 -0.29
H 0.852 0.405 -1.814 0.106 0.316 0.350 -0.49
H 1.934 -0.876 -1.299 -0.109 -0.426 -1.216 0.07
H 1.354 -1.084 0.586 -0.011 0.397 0.824 0.36
H 0.809 1.802 0.085 -0.442 -0.066 0.208 -0.16
H 2.195 1.248 0.962 0.369 -0.299 -0.340 -0.16
H 0.903 0.380 2.911 -0.211 -0.962 -0.384 0.26
H -0.581 0.995 2.117 -0.369 0.277 0.355 0.20
H 0.527 1.993 4.964 0.982 -0.803 -0.333 0.01
H -0.752 2.472 4.021 -0.379 0.621 -0.142 0.33
H 0.570 3.625 4.477 0.016 0.221 -0.808 0.13
C -2.384 4.009 1.237 -1.192 0.198 -1.639 -0.72
O -2.531 5.415 0.866 1.657 -0.557 0.220 -0.20
C -2.992 5.558 -0.514 0.389 1.409 1.437 -0.18
C -2.864 7.102 -0.955 -0.794 -2.469 0.948 -0.81
N -3.642 7.929 -0.079 -0.103 -0.404 0.408 -0.24
C -3.649 9.279 -0.545 0.623 1.675 0.844 -0.45
C -3.846 10.184 0.683 -0.726 0.451 -0.609 -0.78
O -2.656 10.422 1.414 0.574 0.490 -0.104 -0.40
C -2.225 9.615 2.493 -1.426 -1.313 -1.032 -0.45
H -3.389 3.610 1.099 -0.205 -0.443 0.606 0.55
H -1.954 3.702 2.191 -0.239 1.223 0.366 -0.05
H -1.807 3.409 0.534 0.473 0.425 -0.565 0.23
H -4.024 5.236 -0.378 -0.293 0.061 -1.168 0.42
H -2.376 4.926 -1.155 -0.213 -0.132 -0.222 0.03
H -3.331 7.252 -1.928 0.536 -0.391 -0.380 0.38
H -1.815 7.393 -0.907 0.300 -0.103 -0.499 0.36
H -3.167 7.953 0.812 -0.208 -0.371 0.177 0.00
H -4.342 9.476 -1.362 -0.457 -0.159 0.210 0.43
H -2.681 9.608 -0.922 0.491 -0.125 -0.343 0.35
H -4.710 9.790 1.219 0.247 -0.315 0.828 0.34
H -4.176 11.185 0.406 0.129 0.035 -0.365 0.43
H -3.041 9.520 3.210 0.332 0.689 0.839 0.38
H -1.230 9.908 2.826 -0.462 0.358 0.203 0.36
H -2.172 8.573 2.177 0.656 -0.304 -0.181 0.03
C -6.593 3.826 -3.844 -0.136 1.614 0.821 -0.83
O -6.068 2.657 -4.263 0.618 -3.101 0.214 -0.22
C -6.876 1.536 -3.944 -0.480 -0.954 -1.390 -0.79
C -6.307 0.249 -4.592 0.559 0.125 1.037 -0.45
N -5.362 -0.507 -3.728 0.129 0.155 -0.736 -0.10
C -5.039 -1.892 -4.129 -0.539 0.478 -1.014 -0.52
C -4.483 -2.004 -5.604 0.201 -0.438 2.415 -0.56
O -3.167 -1.434 -5.658 -0.137 0.570 -1.416 -0.47
C -2.040 -2.203 -5.194 -1.997 -1.344 0.249 -0.72
H -7.531 4.065 -4.346 0.161 0.572 -0.814 0.33
H -5.715 4.463 -3.947 -0.791 1.074 -0.228 0.23
H -6.921 3.880 -2.806 0.374 -0.461 0.638 0.34
H -7.812 1.647 -4.492 -0.511 0.380 -0.010 0.42
H -7.157 1.453 -2.895 0.534 0.015 0.273 0.36
H -5.880 0.630 -5.520 0.279 -0.231 -0.264 0.26
H -7.114 -0.431 -4.867 -0.211 0.069 0.150 0.46
H -4.449 -0.090 -3.842 0.044 0.718 0.366 -0.10
H -5.942 -2.502 -4.097 -0.147 -0.125 0.236 0.41
H -4.352 -2.206 -3.343 0.144 -0.512 -0.310 0.05
H -5.261 -1.523 -6.197 0.810 0.917 -0.440 0.46
H -4.602 -3.030 -5.955 0.852 -0.467 0.078 0.33
H -1.061 -1.726 -5.252 -0.556 0.738 0.283 0.22
H -1.917 -3.156 -5.709 -0.232 0.006 -0.827 0.63
H -2.385 -2.568 -4.227 0.946 0.314 0.753 0.13
C 5.262 5.074 11.744 -0.508 0.634 0.005 -0.79
O 4.204 4.610 10.919 1.192 1.161 0.332 -0.29
C 3.973 3.274 11.086 -1.782 -0.760 -2.319 -0.59
C 2.700 2.908 10.240 0.603 -0.319 2.287 -0.56
N 2.600 3.226 8.829 -1.235 -1.518 -0.296 -0.33
C 1.835 2.127 8.061 1.616 0.206 -0.122 -0.28
C 2.753 0.856 7.881 1.543 2.484 -1.247 -0.07
O 3.878 1.348 6.993 -1.164 -0.211 0.006 -0.28
C 5.091 0.620 7.080 -0.456 0.550 0.721 -0.78
H 5.522 6.079 11.410 0.143 -0.137 -0.146 0.25
H 6.137 4.424 11.738 0.052 -0.098 -0.178 0.32
H 4.898 5.184 12.765 0.047 -0.187 0.287 0.30
H 3.794 2.968 12.117 -0.084 0.069 0.254 0.40
H 4.737 2.625 10.657 0.858 0.150 0.136 0.31
H 1.866 3.284 10.833 -0.379 0.342 -0.431 0.33
H 2.740 1.856 10.525 -0.614 -0.809 -0.729 0.30
H 3.513 3.290 8.403 0.161 -0.041 -0.105 0.27
H 1.573 2.521 7.079 0.454 0.099 -0.180 -0.14
H 0.845 1.903 8.457 0.320 -0.087 0.785 0.39
H 2.323 0.009 7.347 -0.281 -0.097 0.672 0.11
H 3.270 0.721 8.831 -0.451 -0.921 0.175 0.35
H 5.040 -0.409 6.725 -0.235 -0.158 0.016 0.26
H 5.383 0.658 8.130 0.400 -0.468 0.215 0.29
H 5.871 1.136 6.520 -0.256 0.142 -0.175 0.25
C -0.877 -1.232 6.227 0.493 -0.366 -0.781 -0.52
O 0.471 -1.474 6.742 -0.474 -0.241 -1.074 -0.30
C 1.177 -2.674 6.346 -1.054 -0.706 0.244 -0.57
C 0.507 -4.001 6.797 0.439 -0.430 -0.768 -0.94
N -0.721 -4.510 6.147 -1.457 0.366 1.266 0.13
C -1.401 -5.571 6.904 0.108 -0.753 -0.308 -0.89
C -2.462 -6.457 6.113 2.163 1.202 -0.554 -0.56
O -1.875 -6.678 4.790 0.754 1.976 2.497 -0.31
C -2.495 -7.495 3.897 -0.515 -0.759 -0.689 -0.77
H -1.670 -1.726 6.788 0.309 -0.067 0.296 0.33
H -1.026 -1.510 5.184 0.503 -0.717 -0.032 0.05
H -1.104 -0.171 6.123 0.529 0.299 0.892 0.36
H 2.176 -2.609 6.779 -0.251 0.066 0.911 0.42
H 1.519 -2.842 5.325 -0.981 0.923 -0.950 0.33
H 0.403 -3.917 7.879 -0.644 -0.196 0.012 0.40
H 1.251 -4.778 6.626 0.679 -0.067 0.258 0.45
H -0.792 -4.733 5.164 0.937 0.191 -0.009 0.17
H -1.775 -5.201 7.859 -0.800 0.456 -0.209 0.42
H -0.763 -6.356 7.309 1.147 -0.085 -0.370 0.39
H -3.416 -5.932 6.080 -0.249 -0.405 -0.320 0.34
H -2.430 -7.397 6.664 -0.807 -0.112 -0.086 0.34
H -3.507 -7.149 3.685 -0.284 -0.215 -0.143 0.27
H -2.477 -8.528 4.243 -0.362 -0.312 0.023 0.31
H -1.902 -7.459 2.983 -0.139 0.032 -0.110 0.26
```
Positions in Å, forces in eV/Å.

The calculation puts the frontier orbital gap at 8.8 eV. For the maximum force, the calculation gives 0.06661 Eh/bohr. The value obtained for the energy above the lowest of the compared OMol25 structures with the same formula, charge and spin is 201.3 kcal/mol.